1.
Entry from the OMol25 dataset: a structure of composition C17H14BeBrClO2 (ωB97M-V/def2-TZVPD).

Last column: natural (NBO) charge in e.
Atoms and positions in Å:
1 Br 0.676 -3.949 1.147  0.170
2 Cl -1.065 1.460 2.232  -0.799
3 O 0.493 -1.155 1.641  -0.738
4 O 1.727 0.009 3.007  -0.822
5 C 2.444 0.928 0.157  -0.342
6 C 1.306 -1.172 2.643  0.715
7 C -2.134 -0.089 -2.103  -0.367
8 C -1.163 -2.104 -1.507  -0.377
9 C 1.273 -3.680 2.904  -0.039
10 C -1.190 -1.079 -2.503  -0.362
11 C 1.416 -4.783 3.750  -0.255
12 C 0.612 2.207 -0.467  -0.291
13 C 0.986 1.414 -1.562  -0.291
14 C -2.036 -1.703 -0.452  -0.367
15 C 2.164 -2.251 4.673  -0.141
16 C 1.631 -2.388 3.387  -0.197
17 C 2.298 -3.360 5.508  -0.248
18 C 1.904 -4.623 5.058  -0.200
19 C 1.501 1.909 0.634  -0.605
20 C 2.116 0.620 -1.180  -0.345
21 C -2.632 -0.457 -0.814  -0.358
22 Be 0.544 0.473 1.922  1.588
23 H 1.141 -5.768 3.391  0.219
24 H -0.581 -3.020 -1.550  0.158
25 H -3.317 0.129 -0.201  0.177
26 H -0.234 2.888 -0.429  0.195
27 H 2.457 -1.256 5.009  0.242
28 H 3.276 0.542 0.739  0.182
29 H 2.647 -0.070 -1.835  0.179
30 H -0.605 -1.073 -3.422  0.166
31 H -2.183 -2.230 0.492  0.172
32 H 1.993 -5.491 5.709  0.201
33 H 2.705 -3.231 6.514  0.202
34 H 0.515 1.402 -2.540  0.199
35 H 1.646 2.541 1.512  0.211
36 H -2.417 0.797 -2.671  0.168

Values from the calculation:
E_HOMO, eV: 0.49
M, Da: 374.67
Total charge: -2

=====

2.
Entry from the OMol25 dataset: a cluster of 18 separate species, C36H72Cl36 in total (ωB97M-V/def2-TZVPD).

Last column: Mulliken charge in e.
Atoms and positions in Å:
1 Cl -2.149 -2.676 -4.062  -0.152
2 Cl -1.076 5.156 0.175  -0.057
3 Cl 0.008 3.039 2.809  0.051
4 Cl 3.338 -2.951 -5.590  -0.237
5 Cl 2.037 7.469 1.759  -0.212
6 Cl 0.522 -1.564 1.316  0.265
7 Cl -5.648 -1.093 5.043  -0.179
8 Cl -2.360 4.663 4.963  -0.200
9 Cl 1.206 -5.266 4.731  -0.182
10 Cl 1.784 4.937 -3.422  -0.217
11 Cl 6.095 -2.864 -3.103  -0.186
12 Cl 2.523 2.494 5.393  -0.212
13 Cl 3.715 3.631 2.050  -0.152
14 Cl -3.758 1.234 3.246  0.011
15 Cl -3.136 -4.894 -1.469  0.025
16 Cl -6.584 -0.847 1.829  -0.066
17 Cl 5.630 2.184 -3.053  0.004
18 Cl -5.745 -7.000 -2.317  -0.207
19 Cl -1.086 -2.480 4.334  -0.168
20 Cl 5.798 -0.325 -5.236  -0.178
21 Cl 0.927 -2.713 -2.265  0.222
22 Cl -2.268 0.273 -2.415  0.075
23 Cl 7.378 0.128 -0.172  -0.146
24 Cl 1.670 0.817 -0.994  0.123
25 Cl 6.963 3.998 1.978  -0.211
26 Cl -4.109 7.408 3.274  -0.219
27 Cl 3.856 -3.507 0.399  -0.157
28 Cl 4.975 -0.107 3.019  -0.209
29 Cl -7.063 -0.619 -1.587  -0.183
30 Cl -3.581 2.984 -0.042  0.043
31 Cl -6.173 3.355 2.073  -0.128
32 Cl 0.515 1.288 -5.161  -0.135
33 Cl -0.936 -6.057 2.359  -0.223
34 Cl 0.585 -5.744 -1.396  -0.212
35 Cl 4.605 4.544 -5.332  -0.152
36 Cl -4.448 -3.397 1.856  -0.194
37 C 1.836 3.158 -3.620  0.565
38 C -3.475 -6.586 -0.989  -0.462
39 C 6.722 -2.073 -1.536  0.172
40 C -2.972 -2.592 2.330  0.901
41 C 4.035 -0.209 -5.382  0.166
42 C 0.497 -4.985 2.161  0.989
43 C 1.382 1.291 4.514  -0.153
44 C 4.702 3.294 0.570  -0.261
45 C 1.118 2.907 -4.990  -0.660
46 C -4.962 -6.742 -0.775  -0.152
47 C 1.645 -5.567 2.979  -0.073
48 C 6.039 4.580 -4.283  -0.469
49 C -4.562 1.455 4.867  -0.584
50 C -4.044 5.665 2.937  -0.235
51 C 3.218 -1.309 -4.779  0.008
52 C -6.228 2.745 0.413  -0.645
53 C 0.319 0.886 0.119  0.261
54 C 6.100 2.846 0.926  0.349
55 C 1.116 6.043 1.406  0.128
56 C 6.623 3.176 -4.051  -0.693
57 C -2.621 4.980 3.259  0.557
58 C -2.713 -3.020 3.755  -0.680
59 C 7.383 -0.753 -1.742  0.152
60 C -3.623 -1.884 -3.409  -0.131
61 C 4.055 -1.188 1.892  0.328
62 C -6.661 -2.009 -0.648  0.058
63 C -4.617 0.186 5.780  -0.548
64 C 1.124 -4.097 -3.427  -1.060
65 C -4.946 1.833 0.006  0.192
66 C 0.271 -5.354 -3.127  -0.135
67 C -3.596 -0.356 -3.471  -0.433
68 C -7.268 -2.108 0.696  -0.803
69 C 0.033 1.779 4.117  -0.355
70 C -0.220 6.559 0.809  -0.770
71 C -0.373 -0.484 0.247  -0.169
72 C 4.528 -2.689 1.866  -0.533
73 H -4.350 -2.238 -4.140  0.450
74 H 3.959 -0.663 0.942  0.067
75 H -3.715 -2.332 -2.420  -0.302
76 H 2.591 -5.052 2.808  -0.080
77 H -5.049 0.440 6.748  0.464
78 H -4.814 1.089 0.790  -0.436
79 H -2.177 -2.933 1.668  -0.052
80 H -4.600 -0.071 -3.158  0.085
81 H 5.744 4.971 -3.310  0.240
82 H 0.309 3.635 -5.058  0.509
83 H -5.398 -5.797 -0.449  -0.063
84 H 6.916 -0.098 -2.477  -0.376
85 H 2.189 -4.271 -3.275  0.510
86 H 1.007 -3.710 -4.439  0.326
87 H -4.800 5.076 3.457  0.267
88 H 3.836 -0.110 -6.449  0.389
89 H 6.792 5.211 -4.756  0.396
90 H 7.591 3.181 -3.550  0.363
91 H 7.428 -2.786 -1.109  0.374
92 H 0.050 7.177 -0.046  0.441
93 H 0.421 -6.201 -3.796  0.405
94 H -0.465 -0.984 -0.717  -0.307
95 H 3.566 -1.565 -3.778  0.079
96 H -3.586 -0.149 5.895  0.269
97 H 2.169 -1.043 -4.909  0.052
98 H 1.720 5.308 0.875  0.108
99 H 3.041 -1.065 2.275  -0.285
100 H 3.569 0.700 -5.003  -0.300
101 H 8.426 -0.818 -2.052  0.413
102 H 4.106 2.600 -0.023  -0.058
103 H -5.598 1.744 4.689  0.322
104 H -4.007 2.205 5.431  0.258
105 H -0.874 6.997 1.563  0.403
106 H 6.758 2.656 -4.999  0.340
107 H 5.846 -1.906 -0.909  -0.375
108 H -2.669 3.979 2.831  -0.242
109 H 0.814 5.570 2.340  0.054
110 H 2.878 2.867 -3.492  -0.257
111 H -0.384 2.237 5.014  0.404
112 H 5.590 -2.759 1.633  0.341
113 H 1.324 0.452 5.207  0.426
114 H -3.170 -1.524 2.239  -0.455
115 H -3.539 -2.764 4.419  0.268
116 H -5.343 -7.583 -0.196  0.379
117 H -2.685 -4.102 3.889  0.373
118 H 5.978 1.926 1.497  -0.259
119 H -0.793 -5.128 -3.195  -0.061
120 H -4.249 5.481 1.882  0.172
121 H 4.751 4.262 0.070  0.401
122 H -7.085 -3.047 1.218  0.264
123 H 0.288 -3.980 2.529  -0.493
124 H -7.115 2.117 0.323  0.384
125 H 0.631 1.221 1.109  -0.432
126 H 1.258 2.852 -2.748  -0.131
127 H -0.278 1.713 -0.263  0.190
128 H -5.574 -1.967 -0.583  -0.108
129 H -7.011 -2.894 -1.181  0.393
130 H 1.760 3.141 -5.840  0.281
131 H -0.527 0.906 3.782  0.080
132 H -2.891 -6.791 -0.092  0.128
133 H 1.865 0.985 3.585  -0.145
134 H 6.584 2.686 -0.037  0.161
135 H 0.573 -4.907 1.077  -0.375
136 H 4.405 -3.329 2.740  0.431
137 H 1.904 -6.622 2.893  0.400
138 H -1.419 -0.398 0.540  0.140
139 H -6.505 3.587 -0.222  0.479
140 H -3.590 0.038 -4.487  0.351
141 H -5.004 1.474 -1.022  -0.005
142 H -3.117 -7.329 -1.702  0.372
143 H -8.352 -2.000 0.658  0.476
144 H -1.783 5.553 2.861  -0.149

Values from the calculation:
E_HOMO, eV: -10.29
M, Da: 1781.28

=====

3.
Entry from the OMol25 dataset: the ion C4H6Br2P with charge +1 (ωB97M-V/def2-TZVPD).

Last column: natural (NBO) charge in e.
Atoms and positions in Å:
1 Br 4.149 -0.624 1.111  -0.092
2 Br 2.650 2.260 0.258  -0.103
3 P 2.122 0.286 1.046  0.717
4 C 1.347 -0.471 -0.608  -0.735
5 C 0.476 0.649 -0.802  0.152
6 C -1.017 0.260 1.231  -0.089
7 C -0.574 0.929 0.117  -0.360
8 H 0.571 1.344 -1.643  0.260
9 H 1.998 -0.579 -1.415  0.271
10 H -0.821 -0.733 1.493  0.215
11 H -0.681 2.012 0.089  0.248
12 H 0.886 -1.362 -0.331  0.276
13 H -1.664 0.846 1.862  0.239

Values from the calculation:
E_HOMO, eV: -14.05
M, Da: 244.87
Total charge: +1

=====

Calculated F_max in order - 2.77, 3.14, 2.58 eV Å⁻¹
Calculated gap between HOMO and LUMO in order - 3.7, 10.5, 7.2 eV